(1)
3 unconnected molecules or ions with the total composition C24H37IO12P2 at a distorted geometry. Source: the Open Molecules 2025 dataset; level of theory: ωB97M-V/def2-TZVPD.

```
! wB97M-V def2-TZVPD RIJCOSX def2/J DEFGRID3
* xyz 0 1
C 4.87 1.74 0.27
C 3.67 1.09 -0.62
C 2.37 1.05 0.39
I 1.98 3.04 1.09
C 1.23 0.09 -0.12
C 1.55 -1.45 0.09
C 0.63 -2.59 -0.38
C -0.70 -2.28 -1.11
C -1.63 -3.46 -1.66
C -2.32 -4.38 -0.54
C -2.61 -3.68 0.86
O -3.87 -2.90 0.84
C -3.66 -1.92 1.89
C -3.64 -0.38 1.41
O -3.50 -2.22 3.10
C -1.03 -0.77 -1.31
C -0.09 0.40 -0.82
C -0.58 1.84 -1.16
O -0.82 2.84 -0.47
C -1.16 1.97 -2.68
C -2.05 0.93 -3.10
C -2.37 -0.31 -2.11
O -3.49 -0.83 -1.96
H 5.89 1.26 0.03
H 4.72 1.62 1.40
H 4.99 2.86 0.08
H 3.46 1.64 -1.59
H 3.97 -0.01 -0.75
H 2.81 0.51 1.33
H 2.53 -1.77 0.60
H 0.93 -3.69 -0.23
H -2.38 -3.01 -2.41
H -0.93 -4.15 -2.27
H -1.70 -5.34 -0.39
H -3.35 -4.70 -0.96
H -2.77 -4.52 1.63
H -1.75 -3.04 1.28
H -4.19 -0.25 0.41
H -2.55 -0.09 1.22
H -4.08 0.32 2.20
H -0.94 2.86 -3.35
H -2.55 0.95 -4.14
C -9.09 -2.41 -0.84
O -8.27 -1.90 -1.89
P -8.79 -0.40 -2.56
O -10.06 -1.04 -3.12
O -7.59 -0.47 -3.67
C -6.29 -0.91 -3.28
O -9.24 1.16 -3.12
C -9.78 1.28 -4.42
H -8.56 -3.23 -0.36
H -9.28 -1.63 -0.09
H -10.03 -2.78 -1.24
H -6.20 -1.98 -3.46
H -6.09 -0.69 -2.23
H -5.54 -0.40 -3.89
H -10.84 1.02 -4.42
H -9.24 0.66 -5.14
H -9.68 2.32 -4.73
C 9.39 0.11 5.02
O 10.00 1.13 4.23
P 9.04 2.55 4.02
O 8.00 1.78 3.20
O 10.19 3.17 3.01
C 11.57 3.02 3.34
O 8.15 4.02 3.93
C 7.57 4.38 2.69
H 10.15 -0.64 5.26
H 9.00 0.53 5.95
H 8.59 -0.37 4.46
H 11.96 2.13 2.85
H 11.72 2.95 4.42
H 12.12 3.89 2.97
H 6.63 3.84 2.55
H 8.24 4.18 1.85
H 7.35 5.45 2.72
*
```

Results
**Molecular weight**: 706.4 g mol⁻¹
**E_tot**: -76723.484 eV

Here are the Mulliken charges for atoms 1 to 4, given in e: -0.9981, -0.1711, -1.0479, 0.1038

=====

(2)
A molecular structure, C14H21AlB2BeCl6F5N2O6 at a distorted geometry. Source: the Open Molecules 2025 dataset; level of theory: ωB97M-V/def2-TZVPD.

```
! wB97M-V def2-TZVPD RIJCOSX def2/J DEFGRID3
* xyz 1 1
C -2.51 0.09 -0.29
C -2.46 1.60 -0.28
O -3.40 2.23 -0.69
O -1.38 2.30 0.13
C -0.70 1.81 1.30
C 0.75 1.45 0.91
C 1.14 -0.04 1.10
C 2.59 -0.09 1.60
O 3.01 -1.34 2.15
B 3.59 -1.99 0.99
N 4.18 -3.38 1.09
C 3.39 -4.28 0.36
C 4.07 -4.82 -0.92
O 2.27 -4.66 0.64
C 4.46 -3.83 2.45
C 3.39 -4.22 3.44
O 5.62 -3.88 2.78
O 4.43 -0.99 0.29
C 3.67 0.20 0.48
Cl 4.98 1.21 1.20
H -1.61 -0.39 0.10
H -2.79 -0.30 -1.27
H -3.31 -0.20 0.39
H -1.23 1.03 1.84
H -0.64 2.66 1.98
H 0.85 1.68 -0.15
H 1.44 2.10 1.44
H 0.47 -0.60 1.76
H 1.16 -0.49 0.10
H 2.79 0.70 2.33
H 2.59 -2.12 0.24
H 3.68 -4.31 -1.81
H 5.12 -4.55 -0.86
H 3.93 -5.90 -0.99
H 2.87 -3.35 3.84
H 2.65 -4.91 3.04
H 3.90 -4.70 4.27
H 3.36 0.71 -0.43
Al 1.66 -3.74 -1.38
C -6.33 2.81 -1.44
C -7.48 2.89 -0.63
N -8.45 2.99 0.03
H -6.21 3.75 -2.00
H -5.44 2.65 -0.81
H -6.43 1.98 -2.15
Cl -8.86 1.44 0.84
C -4.30 6.00 -0.43
Cl -3.94 7.70 -0.31
Cl -2.87 5.05 -0.04
Cl -5.62 5.57 0.69
Cl -4.81 5.62 -2.10
B 0.21 -1.72 -5.12
F 1.04 -2.34 -6.06
F 0.36 -0.33 -5.17
F -1.13 -2.07 -5.35
F 0.58 -2.17 -3.81
F -4.23 10.37 -0.43
Be 6.01 -0.98 1.14
*
```

Results
**Molecular weight**: 678.7 g mol⁻¹
**E_tot**: -127184.291 eV

Here are the Mulliken charges for atoms 1 to 4, given in e: -0.8548, 0.6077, -0.5090, -0.3522

=====

(3)
A molecular structure, C7H15EuO4 at a distorted geometry. Source: the Open Molecules 2025 dataset; level of theory: ωB97M-V/def2-TZVPD.

```
! wB97M-V def2-TZVPD RIJCOSX def2/J DEFGRID3
* xyz 1 8
C -2.49 1.80 -0.61
O -1.46 1.32 0.17
C -0.75 2.18 1.11
H -2.59 0.76 -1.59
H -2.22 2.69 -1.19
H -1.25 2.07 2.09
H -0.77 3.22 0.74
Eu 1.20 0.68 0.62
C -2.44 -0.62 -2.74
O -1.12 -0.54 -3.10
C -0.36 -1.72 -2.97
C 0.24 -1.88 -1.58
O 1.17 -0.85 -1.29
C 2.54 -1.12 -1.63
C 3.32 0.17 -1.35
O 2.99 0.70 -0.11
H -3.00 -1.16 -3.53
H -3.06 -0.91 -1.89
H 0.43 -1.67 -3.73
H -0.98 -2.61 -3.19
H -0.55 -1.81 -0.82
H 0.72 -2.86 -1.50
H 2.62 -1.42 -2.68
H 2.89 -1.94 -0.99
H 4.40 -0.09 -1.41
H 3.12 0.88 -2.17
H -3.38 1.94 0.01
*
```

Results
**Molecular weight**: 315.2 g mol⁻¹
**E_tot**: -35007.503 eV
**Expectation value of S²**: 16.2064

Here are the Mulliken charges for atoms 1 to 4, given in e: -0.4159, -0.2314, -0.8509, 0.0600

=====

(4)
C2H4INS2 in the gas phase at a distorted geometry. Source: the Open Molecules 2025 dataset; level of theory: ωB97M-V/def2-TZVPD.

```
! wB97M-V def2-TZVPD RIJCOSX def2/J DEFGRID3
* xyz 0 1
C 0.14 1.59 0.86
S 1.33 0.36 0.26
N 0.36 -0.41 -0.87
C -0.43 -1.73 -0.42
S -0.66 -2.05 1.12
I -1.23 -2.72 -2.08
H 0.66 2.18 1.61
H -0.71 1.08 1.30
H -0.17 2.22 0.03
H 0.73 -0.52 -1.81
*
```

Results
**Molecular weight**: 233.1 g mol⁻¹
**E_tot**: -33398.784 eV
**Energy above the lowest of the compared OMol25 structures with the same formula, charge and spin**: 0.000 eV

Here are the Mulliken charges for atoms 1 to 4, given in e: -0.6907, -0.0106, -0.3393, 0.1279

=====

(5)
A molecular structure, C6H8. Source: the Open Molecules 2025 dataset; level of theory: ωB97M-V/def2-TZVPD.

```
! wB97M-V def2-TZVPD RIJCOSX def2/J DEFGRID3
* xyz 0 1
C -0.01 0.25 1.36
C 0.74 -0.48 0.26
C 0.44 -0.25 -1.71
C -1.05 -0.63 -0.38
C -0.70 0.79 0.12
C 0.68 0.73 -0.64
H 0.64 0.95 1.89
H -0.62 -0.34 2.06
H 1.54 -1.21 0.33
H 1.37 -0.84 -1.90
H -1.65 -0.78 -1.27
H -1.41 -1.30 0.41
H -1.42 1.62 0.09
H 1.46 1.49 -0.61
*
```

Results
**Molecular weight**: 80.1 g mol⁻¹
**E_tot**: -6343.825 eV
**Energy above the lowest of the compared OMol25 structures with the same formula, charge and spin**: 6.958 eV

Here are the Mulliken charges for atoms 1 to 4, given in e: -0.5134, -0.6547, -0.6786, -0.4782

=====

(6)
A molecular structure, C31H47BF5N9OZn. Source: the Open Molecules 2025 dataset; level of theory: ωB97M-V/def2-TZVPD.

```
! wB97M-V def2-TZVPD RIJCOSX def2/J DEFGRID3
* xyz 0 1
Zn -0.23 0.48 -0.79
C 2.41 -0.99 3.56
C 1.51 -0.01 2.88
C 1.15 1.25 3.29
C 0.28 1.74 2.30
N 0.14 0.83 1.34
N 0.88 -0.26 1.72
B 0.73 -1.60 1.04
N 1.44 -1.52 -0.59
N 1.94 -0.17 -0.59
C 3.22 -0.21 -0.55
C 3.68 -1.58 -0.63
C 2.61 -2.37 -0.72
C 2.61 -3.85 -0.84
C 4.06 1.04 -0.46
C 3.24 2.17 0.17
C 4.48 1.42 -1.89
C 5.30 0.76 0.38
N -1.98 -1.66 0.37
N -2.05 -0.47 -0.32
C -3.31 -0.33 -0.71
C -4.07 -1.41 -0.25
C -3.20 -2.23 0.42
C -3.54 -3.53 1.07
C -3.79 0.82 -1.57
C -5.29 0.65 -1.84
C -3.06 0.80 -2.91
C -3.59 2.14 -0.82
C -0.48 3.04 2.35
C 0.00 3.88 3.53
C -0.30 3.85 1.06
C -1.97 2.70 2.54
H 2.86 -0.52 4.44
H 3.22 -1.32 2.90
H 1.88 -1.88 3.89
H 1.47 1.75 4.19
H 1.43 -2.40 1.59
H 4.71 -1.92 -0.62
H 2.14 -4.17 -1.76
H 2.07 -4.30 -0.01
H 3.64 -4.18 -0.82
H 2.34 2.37 -0.40
H 3.84 3.08 0.18
H 2.96 1.92 1.19
H 3.60 1.62 -2.51
H 5.06 0.63 -2.36
H 5.09 2.32 -1.86
H 5.03 0.46 1.40
H 5.90 1.67 0.46
H 5.94 -0.01 -0.06
H -5.12 -1.59 -0.41
H -4.62 -3.57 1.21
H -3.05 -3.64 2.03
H -3.25 -4.37 0.43
H -5.50 -0.28 -2.36
H -5.62 1.47 -2.49
H -5.88 0.69 -0.92
H -3.31 -0.10 -3.47
H -1.97 0.83 -2.83
H -3.35 1.67 -3.50
H -4.24 2.19 0.05
H -3.83 2.98 -1.48
H -2.56 2.28 -0.49
H 1.07 4.07 3.48
H -0.22 3.40 4.49
H -0.51 4.85 3.52
H 0.75 4.08 0.88
H -0.84 4.80 1.15
H -0.68 3.33 0.19
H -2.11 2.10 3.44
H -2.35 2.13 1.69
H -2.55 3.61 2.64
F 1.25 1.61 -2.84
C 0.08 2.35 -3.09
F -0.56 2.23 -1.65
C 0.55 3.80 -2.98
F 1.22 4.13 -4.10
F -0.48 4.64 -2.86
F 1.39 4.08 -1.95
C -0.58 -4.59 -2.88
N -0.21 -3.70 -1.78
C -0.39 -4.24 -0.51
C -0.64 -3.68 0.67
C -0.79 -2.23 1.05
N 0.35 -1.35 -1.55
C -0.42 -2.32 -2.07
O -1.28 -2.01 -2.88
N -1.15 -2.20 2.49
H -0.10 -5.55 -2.72
H -0.22 -4.16 -3.81
H -1.66 -4.72 -2.96
H -0.30 -5.32 -0.53
H -0.71 -4.37 1.50
H -0.41 -2.64 3.03
H -1.21 -1.24 2.80
*
```

Results
**Molecular weight**: 733.0 g mol⁻¹
**E_tot**: -111049.508 eV

Here are the Mulliken charges for atoms 1 to 4, given in e: 1.4558, -1.6368, 0.4930, -0.9908

=====

Question: Look up the E_tot of the fourth one.
Answer: -33398.784 eV